[1]
Density functional theory data (ωB97M-V/def2-TZVPD) for C6H8O3 as an isolated structure at a distorted geometry.

* ΔE to the lowest compared entry with this formula, charge and spin: 76.5 kcal/mol
* strongest force on any atom: 0.1018 hartree/bohr
* E_tot: -459.0283 Eh
* net charge: 0
* E_HOMO (alpha / beta): -8.617 / -8.617 eV
* multiplicity: 1
* LUMO level (alpha / beta): -1.1 / -1.1 eV

Last column: Mulliken charge in e.
Positions of all 17 atoms, in Å:
O (0.001, 2.146, 0.601)  -0.46
H (-0.290, -2.286, 0.253)  0.37
O (1.145, 1.137, 2.291)  -0.45
H (-0.711, 1.584, -2.301)  0.39
O (-0.081, 0.963, -1.909)  -0.51
C (0.617, 1.302, 1.249)  0.71
C (0.524, -0.285, 0.128)  0.94
H (-2.591, 0.394, -1.387)  0.29
H (-0.822, -1.206, 1.543)  0.35
H (-2.325, 0.038, 0.401)  0.24
H (2.338, -1.289, -0.422)  0.29
C (0.026, -1.478, 0.914)  -1.59
C (1.716, -0.412, -0.534)  -0.89
C (-0.592, 0.516, -0.739)  0.66
C (-1.909, 0.300, -0.555)  -1.10
H (0.821, -1.829, 1.574)  0.44
H (2.132, 0.402, -1.108)  0.31

[2]
Density functional theory data (ωB97M-V/def2-TZVPD) for C19H23N3O4S as an isolated structure at a distorted geometry.

* ΔE to the lowest compared entry with this formula, charge and spin: 403.6 kcal/mol
* strongest force on any atom: 0.3580 hartree/bohr
* E_tot: -1600.6838 Eh
* net charge: 0
* E_HOMO: -8.744 eV
* multiplicity: 1
* LUMO level: 0.1 eV

Last column: Mulliken charge in e.
Positions of all 50 atoms, in Å:
O (1.589, 2.756, 0.553)  -0.77
C (0.674, -0.304, 2.616)  -0.60
C (-0.713, 0.328, -3.469)  -0.40
C (1.197, 0.400, 1.598)  0.12
H (2.244, -0.937, -4.097)  0.34
H (1.891, 0.482, -0.500)  0.27
N (-0.941, 1.994, 0.523)  0.42
C (1.243, -1.434, 0.224)  -0.87
H (-3.199, 2.299, -0.803)  0.31
S (1.701, 2.124, 2.046)  1.12
H (-1.002, 3.619, 3.637)  0.32
H (-0.961, 0.303, -0.494)  1.28
C (-0.357, -5.917, 1.078)  -1.31
H (0.546, -6.319, 0.843)  0.35
O (-2.311, 1.528, 2.565)  -0.69
H (0.501, 0.192, 3.488)  0.67
H (1.183, 2.508, -1.945)  0.65
C (0.407, -1.693, 2.503)  -1.50
H (-0.439, 3.885, 1.878)  0.36
H (-2.222, 0.501, 0.368)  0.99
H (-0.949, -6.634, 1.708)  0.35
O (2.987, 2.163, 2.442)  -0.77
H (1.329, -2.083, -0.694)  0.19
C (-0.428, 3.227, 2.667)  -0.71
H (-2.007, 2.697, -3.316)  0.32
H (-3.000, 0.657, -1.867)  0.73
C (-1.572, 0.953, -0.229)  -2.55
C (-2.722, 1.502, -1.484)  -1.20
N (0.878, 2.669, 3.049)  -0.08
C (-0.293, 1.457, -2.805)  0.68
O (-0.477, -4.548, 2.917)  -0.47
H (0.076, -1.533, -4.828)  0.24
H (-1.720, 0.098, -3.785)  0.38
N (0.252, -3.625, 0.976)  -0.16
H (0.493, -3.916, 0.097)  0.19
C (1.505, -0.235, -3.723)  0.00
H (-0.232, 2.352, 0.165)  0.50
H (3.224, 1.044, -2.791)  0.05
C (-1.560, 2.181, -2.437)  -0.71
C (1.716, -0.078, 0.453)  -0.11
C (0.320, -0.606, -4.074)  -0.76
C (0.482, -2.219, 1.385)  0.55
H (1.316, 3.163, 3.896)  0.36
H (-1.102, -5.639, 0.143)  0.28
C (0.993, 1.628, -2.465)  -0.47
C (-1.257, 2.100, 1.903)  0.42
C (-0.221, -4.687, 1.836)  0.69
H (-0.022, -2.262, 3.034)  1.24
H (-0.913, 3.071, -1.708)  0.21
C (1.870, 0.788, -3.077)  -0.43

Question: strongest force on any atom of number 2 (C19H23N3O4S)?
Answer: 0.3580 hartree/bohr

Repeat the second record exactly.
Density functional theory data (ωB97M-V/def2-TZVPD) for C19H23N3O4S as an isolated structure at a distorted geometry.

* ΔE to the lowest compared entry with this formula, charge and spin: 403.6 kcal/mol
* strongest force on any atom: 0.3580 hartree/bohr
* E_tot: -1600.6838 Eh
* net charge: 0
* E_HOMO: -8.744 eV
* multiplicity: 1
* LUMO level: 0.1 eV

Last column: Mulliken charge in e.
Positions of all 50 atoms, in Å:
O (1.589, 2.756, 0.553)  -0.77
C (0.674, -0.304, 2.616)  -0.60
C (-0.713, 0.328, -3.469)  -0.40
C (1.197, 0.400, 1.598)  0.12
H (2.244, -0.937, -4.097)  0.34
H (1.891, 0.482, -0.500)  0.27
N (-0.941, 1.994, 0.523)  0.42
C (1.243, -1.434, 0.224)  -0.87
H (-3.199, 2.299, -0.803)  0.31
S (1.701, 2.124, 2.046)  1.12
H (-1.002, 3.619, 3.637)  0.32
H (-0.961, 0.303, -0.494)  1.28
C (-0.357, -5.917, 1.078)  -1.31
H (0.546, -6.319, 0.843)  0.35
O (-2.311, 1.528, 2.565)  -0.69
H (0.501, 0.192, 3.488)  0.67
H (1.183, 2.508, -1.945)  0.65
C (0.407, -1.693, 2.503)  -1.50
H (-0.439, 3.885, 1.878)  0.36
H (-2.222, 0.501, 0.368)  0.99
H (-0.949, -6.634, 1.708)  0.35
O (2.987, 2.163, 2.442)  -0.77
H (1.329, -2.083, -0.694)  0.19
C (-0.428, 3.227, 2.667)  -0.71
H (-2.007, 2.697, -3.316)  0.32
H (-3.000, 0.657, -1.867)  0.73
C (-1.572, 0.953, -0.229)  -2.55
C (-2.722, 1.502, -1.484)  -1.20
N (0.878, 2.669, 3.049)  -0.08
C (-0.293, 1.457, -2.805)  0.68
O (-0.477, -4.548, 2.917)  -0.47
H (0.076, -1.533, -4.828)  0.24
H (-1.720, 0.098, -3.785)  0.38
N (0.252, -3.625, 0.976)  -0.16
H (0.493, -3.916, 0.097)  0.19
C (1.505, -0.235, -3.723)  0.00
H (-0.232, 2.352, 0.165)  0.50
H (3.224, 1.044, -2.791)  0.05
C (-1.560, 2.181, -2.437)  -0.71
C (1.716, -0.078, 0.453)  -0.11
C (0.320, -0.606, -4.074)  -0.76
C (0.482, -2.219, 1.385)  0.55
H (1.316, 3.163, 3.896)  0.36
H (-1.102, -5.639, 0.143)  0.28
C (0.993, 1.628, -2.465)  -0.47
C (-1.257, 2.100, 1.903)  0.42
C (-0.221, -4.687, 1.836)  0.69
H (-0.022, -2.262, 3.034)  1.24
H (-0.913, 3.071, -1.708)  0.21
C (1.870, 0.788, -3.077)  -0.43